A:
Below is the molecule C2H6S2, with properties calculated with ωB97M-V/def2-TZVPD.

Each line ends with the Mulliken charge.
Element x y z (Å)
C 1.8198 -0.0240 0.1906  -0.77
S 0.7636 -1.1090 1.1556  -0.07
S -1.1903 -0.4800 1.1786  -0.08
C -1.8093 0.1716 -0.3829  -0.77
H 1.3173 0.8637 -0.1832  0.27
H 2.7481 0.0955 0.7657  0.30
H 2.2109 -0.5672 -0.6789  0.27
H -2.6486 -0.4566 -0.6796  0.29
H -2.1345 1.2060 -0.1993  0.28
H -1.0770 0.3001 -1.1665  0.29

Properties
- Highest occupied orbital energy: -7.8690 eV
- 2S+1: 1
- HOMO-LUMO gap: 8.719 eV
- SMILES string: CSSC
- LUMO energy: 0.85 eV

B:
Below is a 2-piece molecular cluster, C2H6S2 overall, with properties calculated with ωB97M-V/def2-TZVPD.

Each line ends with the Mulliken charge.
Element x y z (Å)
C -0.2757 1.6702 0.4727  -0.28
C -0.3554 1.7311 1.8300  -0.48
H -0.6248 2.5180 -0.1280  0.25
H -0.2205 0.7319 -0.0747  0.04
H 0.0463 2.6032 2.3588  0.24
H -0.9775 1.0151 2.3622  0.24
S 1.2290 -1.5090 -1.5477  -0.13
S 1.2101 -3.5972 -1.3797  -0.17
H -0.0706 -1.4068 -1.8175  0.13
H 0.0391 -3.7566 -2.0760  0.16

Properties
- Highest occupied orbital energy: -8.6491 eV
- 2S+1: 1
- HOMO-LUMO gap: 8.913 eV
- SMILES string: C=C.SS
- LUMO energy: 0.26 eV

C:
Below is the molecule C2H6S2, with properties calculated with ωB97M-V/def2-TZVPD.

Each line ends with the Mulliken charge.
Element x y z (Å)
C -0.9038 1.1105 1.5616  -0.80
S -1.2637 -0.1306 0.2409  -0.07
S -0.3501 0.1281 -1.5058  -0.08
C 1.0878 -1.0803 -1.4728  -0.82
H -0.0692 0.6922 2.1354  0.26
H -0.5239 1.9878 1.3460  0.39
H -1.9568 1.1784 2.0576  0.22
H 0.6115 -1.9833 -1.8012  0.27
H 1.7847 -0.7746 -2.0727  0.36
H 1.5835 -1.1282 -0.4888  0.27

Properties
- Highest occupied orbital energy: -8.7287 eV
- 2S+1: 1
- HOMO-LUMO gap: 9.648 eV
- SMILES string: CSSC
- LUMO energy: 0.92 eV

What should be chosen as the most stable of them? Choose A.

A:
Below is the molecule C2H6S2, with properties calculated with ωB97M-V/def2-TZVPD.

Each line ends with the Mulliken charge.
Element x y z (Å)
C 0.1655 0.8554 1.2486  -0.95
C 0.1954 -0.2191 0.1047  -0.50
S -1.4868 -0.7771 -0.5824  -0.05
S -1.0276 -1.1778 -2.5700  -0.16
H -0.6771 1.5102 1.2303  0.32
H 1.0773 1.4532 1.3060  0.29
H 0.0152 0.2216 2.1511  0.26
H 0.6220 -1.1486 0.4143  0.41
H 0.8140 0.1412 -0.8767  0.24
H 0.3022 -0.8590 -2.4259  0.13

Properties
- Highest occupied orbital energy: -8.0609 eV
- 2S+1: 1
- HOMO-LUMO gap: 8.588 eV
- SMILES string: CCSS
- LUMO energy: 0.53 eV

B:
Below is a 2-piece molecular cluster, C2H6S2 overall, with properties calculated with ωB97M-V/def2-TZVPD.

Each line ends with the Mulliken charge.
Element x y z (Å)
C -1.3915 -0.1430 -0.0937  -0.66
C -0.5962 1.0228 0.4458  -0.85
S 2.5704 -1.3096 0.1635  -0.17
S 1.9314 0.5663 -0.0662  -0.14
H -2.4323 0.0778 0.2556  0.29
H -1.2087 -0.2685 -1.2582  0.24
H -1.0840 -1.1573 0.3254  0.23
H -0.0481 1.0127 1.3071  0.57
H -0.7397 1.9891 0.0228  0.33
H 2.9987 -1.7903 -1.1019  0.16

Properties
- Highest occupied orbital energy (alpha / beta): -8.2272 / -8.0400 eV
- 2S+1: 1
- HOMO-LUMO gap (alpha / beta): 8.044 / 7.015 eV
- LUMO energy (alpha / beta): -0.18 / -1.03 eV

What should be chosen as the most stable of them? Choose A.

A:
Below is C3H2N4O as an isolated structure, with properties calculated with ωB97M-V/def2-TZVPD.

Each line ends with the Mulliken charge.
Element x y z (Å)
C -1.3675 -0.7095 1.1307  -0.12
C -0.1450 -0.4944 -0.5029  0.65
C 0.0426 0.5549 0.4158  0.68
H -2.0791 -1.1043 1.8517  0.39
H 2.3213 0.8208 -1.3728  0.28
N -1.1119 -1.3253 -0.0410  -0.58
N 0.7344 -0.4176 -1.5213  -0.42
N 1.3029 0.8242 -1.3757  -0.01
N -0.6660 0.4519 1.4639  -0.61
O 0.9685 1.3993 -0.0484  -0.27

Properties
- Highest occupied orbital energy: -10.1731 eV
- 2S+1: 1
- HOMO-LUMO gap: 9.031 eV
- LUMO energy: -1.14 eV

B:
Below is the molecule C3H2N4O, with properties calculated with ωB97M-V/def2-TZVPD.

Each line ends with the Mulliken charge.
Element x y z (Å)
N -0.6640 1.0958 -2.7687  -0.48
C -0.3160 1.2706 -1.5218  0.14
C -0.0909 0.9326 -0.1267  0.15
N -0.3819 1.4794 1.2105  -0.21
N -0.0437 0.5294 2.0699  -0.46
N 0.3265 -0.5699 1.3234  0.10
C 0.1652 -0.4147 -0.0037  0.58
O 0.3346 -1.5581 -0.6089  -0.46
H 0.1971 -1.4321 1.9123  0.31
H 0.4732 -1.3330 -1.4863  0.32

Properties
- Highest occupied orbital energy: -9.9058 eV
- 2S+1: 1
- HOMO-LUMO gap: 10.108 eV
- SMILES string: N#Cc1nn[nH]c1O
- LUMO energy: 0.20 eV

C:
Below is the molecule C3H2N4O, with properties calculated with ωB97M-V/def2-TZVPD.

Each line ends with the Mulliken charge.
Element x y z (Å)
O 2.3087 -0.0826 0.5541  -0.45
C 1.1140 0.0130 0.1581  0.42
N 0.5665 -1.2676 -0.4061  -0.06
N -0.6510 -1.5604 -0.3574  -0.18
C -1.5815 -0.6962 0.2892  0.09
C -1.6440 0.6677 0.3448  -0.14
N -0.6410 1.5404 -0.2528  -0.16
N 0.6339 1.3768 -0.5204  -0.12
H -2.7971 -1.0175 0.6402  0.23
H -2.3619 1.1465 0.9307  0.37

Properties
- Highest occupied orbital energy: -9.8494 eV
- 2S+1: 1
- HOMO-LUMO gap: 8.086 eV
- SMILES string: O=c1nnccnn1
- LUMO energy: -1.76 eV

What should be chosen as the most stable of them? Choose A.

A:
Below is a 27-piece molecular cluster, H54O27 overall, with properties calculated with ωB97M-V/def2-TZVPD.

Each line ends with the Mulliken charge.
Element x y z (Å)
O 4.3358 -1.1141 -2.0633  -0.60
H 3.4875 -0.8089 -1.7415  0.26
H 4.8834 -1.1706 -1.2803  0.29
O -3.5306 -1.2071 1.5644  -0.80
H -2.6114 -1.0781 1.7983  0.39
H -3.7258 -2.1018 1.8430  0.29
O -1.9654 -1.1708 -3.8172  -0.64
H -1.7524 -1.3777 -2.9072  0.32
H -2.9055 -0.9910 -3.8087  0.25
O -0.9849 -0.9423 5.9076  -0.63
H -0.1036 -1.2676 5.7238  0.32
H -1.1143 -0.2317 5.2794  0.30
O -3.3171 -1.6430 -1.1875  -0.57
H -3.1343 -2.5782 -1.2782  0.33
H -3.5378 -1.5302 -0.2630  0.33
O 2.3843 2.8566 2.9172  -0.68
H 1.7043 2.1835 2.9451  0.45
H 2.0423 3.5185 2.3162  0.41
O 2.3720 -1.3336 -4.1490  -0.54
H 3.1388 -0.7655 -4.0736  0.23
H 2.3587 -1.5979 -5.0688  0.24
O -0.8062 -4.5419 0.7270  -0.64
H -1.3397 -5.1945 1.1806  0.29
H 0.0091 -4.9992 0.5214  0.28
O -0.7691 -1.7893 1.8490  -0.14
H -0.9242 -2.5820 1.3353  0.18
H -0.5406 -2.1097 2.7216  0.07
O 2.7230 0.9588 -0.6378  -0.54
H 1.9120 0.4746 -0.4825  0.34
H 2.6522 1.7317 -0.0775  0.27
O 0.5844 0.9148 3.1076  -0.60
H -0.3533 0.7262 3.1453  0.21
H 0.9488 0.4745 3.8755  0.20
O 4.5997 2.2995 -1.9327  -0.68
H 3.9756 1.8687 -1.3487  0.47
H 4.1641 3.1112 -2.1929  0.33
O -0.8166 -3.9285 -4.8242  -0.65
H -1.7435 -4.0898 -5.0007  0.30
H -0.8132 -3.1891 -4.2163  0.37
O 1.9393 1.5784 -3.7770  -0.52
H 1.4306 2.3496 -3.5268  0.26
H 2.8304 1.9069 -3.8960  0.28
O 0.5930 -2.1180 -2.0995  -0.33
H 0.9538 -2.9798 -1.8913  0.21
H 1.1473 -1.7906 -2.8079  0.22
O -2.4637 -4.6119 -1.4059  -0.66
H -1.8093 -4.6204 -0.7073  0.39
H -2.1928 -5.3145 -1.9969  0.33
O 0.3690 2.9317 -0.7411  -0.54
H 0.3924 3.2145 0.1731  0.29
H 0.2214 1.9870 -0.6963  0.45
O -0.9226 -3.9179 3.9834  -0.57
H -1.3118 -4.0023 4.8539  0.32
H -0.1172 -3.4212 4.1278  0.30
O -1.7157 3.8518 2.8036  -0.68
H -1.6040 4.6806 3.2694  0.33
H -2.4369 4.0136 2.1955  0.27
O 0.5772 4.3721 1.5603  -0.73
H 0.0606 4.0350 2.2922  0.43
H 0.1747 5.2148 1.3504  0.23
O 0.2349 0.2603 -0.1191  -0.60
H 0.0771 0.0058 0.7901  0.09
H -0.2053 -0.4138 -0.6368  0.13
O -0.2035 0.2139 -5.1525  -0.66
H 0.5069 0.4815 -4.5695  0.33
H -0.7987 -0.2845 -4.5924  0.46
O -0.2123 3.4190 -3.2997  -0.64
H 0.0277 3.3815 -2.3739  0.46
H 0.3844 4.0657 -3.6764  0.26
O -1.9382 1.5771 4.4781  -0.62
H -1.5511 2.3533 4.0733  0.37
H -2.8817 1.7352 4.4466  0.22
O -4.8117 1.3602 1.7990  -0.62
H -4.4952 1.5877 2.6733  0.26
H -4.4669 0.4815 1.6400  0.39
O 1.5104 -2.3985 3.9417  -0.55
H 2.1345 -2.5120 4.6586  0.26
H 2.0566 -2.2864 3.1637  0.25
O 2.6932 4.4396 -2.2749  -0.62
H 2.2420 4.9947 -2.9109  0.27
H 2.0951 4.3943 -1.5289  0.27

Properties
- Highest occupied orbital energy: -8.8584 eV
- 2S+1: 1
- HOMO-LUMO gap: 8.061 eV
- LUMO energy: -0.80 eV

B:
Below is a 27-piece molecular cluster, H54O27 overall, with properties calculated with ωB97M-V/def2-TZVPD.

Each line ends with the Mulliken charge.
Element x y z (Å)
O -0.8030 1.5483 -2.2808  -0.63
H -0.2705 1.9376 -1.6087  0.18
H -0.3988 0.6746 -2.3087  0.47
O 1.0086 -0.6067 -2.1618  -0.47
H 1.6420 0.0638 -1.7189  0.19
H 0.6826 -1.3208 -1.5983  0.49
O -4.4210 0.9782 -1.1313  -0.55
H -5.1650 0.4349 -1.2513  0.21
H -4.3795 1.8185 -1.6748  0.36
O 3.9068 -3.5781 -2.5718  -0.59
H 3.2731 -3.3221 -3.2123  0.37
H 3.8407 -4.4757 -2.3306  0.25
O -1.4012 3.1419 1.3968  -0.65
H -2.2416 2.9728 1.0364  0.22
H -1.6230 3.6285 2.2620  0.39
O 1.0498 1.2647 1.3038  -0.72
H 0.3693 1.9590 1.2299  0.26
H 1.6379 1.4083 0.5120  0.27
O 2.9758 0.5971 -0.7150  -0.59
H 3.7182 -0.0652 -0.7763  0.24
H 3.3276 1.4539 -1.1343  0.32
O -3.2276 1.8978 5.5212  -0.61
H -3.2091 1.0111 5.0552  0.31
H -3.1718 1.6922 6.4897  0.29
O 3.3125 2.8043 -2.6582  -0.63
H 3.0069 2.3756 -3.4486  0.36
H 3.9867 3.3667 -2.9688  0.29
O 2.6997 -3.5615 0.4815  -0.70
H 2.0565 -3.8664 -0.1862  0.36
H 3.4068 -3.1325 -0.0122  0.34
O 0.5305 -1.5377 1.5446  -0.67
H 1.3286 -2.1105 1.4547  0.37
H 0.8087 -0.6013 1.3532  0.30
O -3.0194 4.0607 3.5427  -0.68
H -3.6559 3.5005 3.1349  0.36
H -2.9314 3.7119 4.4298  0.33
O 1.0277 -1.0479 -4.7886  -0.74
H 1.5782 -1.8388 -4.9266  0.31
H 0.7453 -0.9898 -3.8444  0.37
O -2.5803 -1.1575 -0.9690  -0.67
H -2.9428 -0.3541 -1.3797  0.33
H -2.9232 -1.1926 -0.0865  0.24
O -0.9502 -0.8911 3.6619  -0.43
H -0.7742 -0.3621 4.4185  0.29
H -0.1576 -1.2198 3.2182  0.29
O 1.9833 0.9252 3.7763  -0.60
H 2.8371 1.3321 3.8416  0.26
H 1.6546 1.1963 2.9246  0.48
O 4.7977 -1.6087 -0.8578  -0.69
H 4.3570 -2.2468 -1.4493  0.39
H 5.7139 -1.7901 -0.9058  0.27
O -2.1429 -3.2641 2.3761  -0.60
H -1.2071 -3.1766 2.2818  0.27
H -2.3926 -3.2598 3.3044  0.31
O 1.9380 -4.1336 -4.3394  -0.76
H 1.4708 -4.1731 -3.4643  0.39
H 1.3771 -4.5379 -4.9984  0.30
O 2.4396 1.1979 -4.9276  -0.71
H 1.8362 0.3668 -4.8862  0.41
H 2.1123 1.7600 -5.6274  0.29
O 0.0264 3.9074 -1.0789  -0.55
H -0.3494 4.1113 -0.1722  0.31
H 0.6171 4.6235 -1.2806  0.25
O 0.8996 -4.6533 -1.8255  -0.73
H 0.4244 -3.8586 -1.4616  0.43
H 0.3840 -5.4016 -1.6046  0.27
O -3.0876 3.0030 -1.7160  -0.64
H -2.3518 2.4858 -2.1021  0.39
H -2.9784 3.8521 -2.1575  0.28
O -0.1236 0.7902 5.7620  -0.68
H -0.3708 1.6861 5.5837  0.31
H 0.7658 0.7466 5.2847  0.37
O -2.9819 -0.1672 1.9270  -0.66
H -2.4247 -0.8184 2.3673  0.20
H -2.4818 0.6387 1.8899  0.42
O -0.2193 -2.5625 -0.6905  -0.57
H -0.0620 -2.3749 0.2542  0.23
H -1.0271 -2.0302 -0.8876  0.36
O -4.1945 2.2838 1.7879  -0.55
H -4.2113 1.3458 1.6976  0.28
H -4.7017 2.7337 1.0704  0.27

Properties
- Highest occupied orbital energy: -10.7826 eV
- 2S+1: 1
- HOMO-LUMO gap: 11.023 eV
- LUMO energy: 0.24 eV

What should be chosen as the most stable of them? Choose B.

A:
Below is a 2-piece molecular cluster, C4H10O3 overall, with properties calculated with ωB97M-V/def2-TZVPD.

Each line ends with the Mulliken charge.
Element x y z (Å)
C 0.1777 0.2932 0.5533  -0.18
C 1.4170 -0.5006 0.3122  -0.57
C 2.6918 0.3713 0.7380  -0.50
O 3.8636 -0.5381 0.7386  -0.98
C -1.0875 -0.1520 -0.2292  -0.46
O -2.1736 0.7381 -0.1122  -0.54
H 0.3667 1.4330 0.3683  0.15
H -0.0300 0.1672 1.6229  0.15
H 1.4680 -1.4444 0.8426  0.34
H 1.5862 -0.6839 -0.7241  0.29
H 2.6270 1.1216 -0.1483  0.12
H 2.5141 0.8247 1.6429  0.30
H -0.8005 -0.2046 -1.3140  0.20
H -1.4207 -1.2722 -0.1205  0.21
H -3.0790 0.4522 -0.5549  0.41
H -3.8867 -0.3767 -2.2833  0.16
O -4.2342 -0.2288 -1.3323  -1.12

Properties
- Highest occupied orbital energy: 0.2268 eV
- 2S+1: 1
- HOMO-LUMO gap: 6.788 eV
- LUMO energy: 7.01 eV
- Charge: -2

B:
Below is a 2-piece molecular cluster, C4H10O3 overall, with properties calculated with ωB97M-V/def2-TZVPD.

Each line ends with the Mulliken charge.
Element x y z (Å)
C 2.6607 -0.8586 0.1743  -0.48
O 3.8831 -0.3505 -0.2094  -0.93
C 1.4534 -0.0731 -0.4501  -0.43
C 0.0674 -0.6444 -0.0814  -0.21
C -0.9299 0.4328 0.2713  -0.57
O -2.1438 -0.1399 0.6942  -0.60
H 2.5158 -0.8947 1.2764  0.18
H 2.3909 -1.9255 -0.1512  0.12
H 1.6202 1.0293 -0.2546  0.27
H 1.5273 -0.0329 -1.5715  0.26
H 0.1979 -1.3469 0.7642  0.22
H -0.2793 -1.1734 -1.0248  0.13
H -0.3980 1.0559 0.9643  0.25
H -1.1681 1.1044 -0.5380  0.26
H -3.0295 0.4828 0.5062  0.46
H -4.1645 1.9376 -0.6200  0.15
O -4.2037 1.3970 0.2499  -1.08

Properties
- Highest occupied orbital energy: 0.1499 eV
- 2S+1: 1
- HOMO-LUMO gap: 6.848 eV
- LUMO energy: 7.00 eV
- Charge: -2

What should be chosen as the most stable of them? Choose B.